A 10-piece molecular cluster, H20O10 overall at a distorted geometry. Source: the Open Molecules 2025 dataset; level of theory: the ωB97M-V functional and the def2-TZVPD basis.

Geometry as XYZ:
```
30
Properties=species:S:1:pos:R:3
O 1.113 -0.163 -0.789
H 1.448 0.128 0.067
H 0.344 0.398 -0.942
O 2.852 -1.523 -1.878
H 3.312 -1.157 -1.115
H 2.845 -2.473 -1.715
O -2.710 0.442 -1.840
H -3.498 0.241 -2.358
H -2.655 1.404 -1.860
O -3.200 -1.293 -0.597
H -3.986 -1.024 -0.108
H -3.381 -2.206 -0.848
O 2.416 2.773 1.012
H 1.961 2.015 0.629
H 3.267 2.789 0.560
O -0.368 1.894 0.610
H 0.115 1.206 1.083
H -1.129 1.434 0.239
O 0.227 -1.356 0.223
H -0.085 -2.162 0.650
H -0.579 -0.927 -0.086
O -0.722 0.776 2.710
H -0.287 1.158 3.481
H -1.043 -0.078 3.022
O -1.018 -3.184 1.983
H -0.067 -3.293 1.874
H -1.398 -3.898 1.459
O 2.321 2.933 -2.016
H 1.386 2.777 -2.189
H 2.518 2.366 -1.262
```

ΔE to the lowest compared entry with this formula, charge and spin: 183.6 kcal/mol
charge: 0
SMILES: O.O.O.O.O.O.O.O.O.O

C11H21Cl6MgO4 as an isolated structure at a distorted geometry. Source: the Open Molecules 2025 dataset; level of theory: the ωB97M-V functional and the def2-TZVPD basis.

Geometry as XYZ:
```
43
Properties=species:S:1:pos:R:3
Mg -13.545 9.201 -16.965
C -15.414 11.957 -12.591
O -15.320 11.576 -13.887
H -16.343 12.405 -12.238
H -15.320 11.017 -12.048
H -14.786 12.780 -12.248
C -21.587 13.723 -17.652
C -20.562 14.563 -18.511
C -19.516 15.261 -17.590
O -18.423 15.357 -18.496
C -18.419 14.259 -19.260
O -17.441 13.902 -19.911
O -19.712 13.715 -19.224
H -21.073 13.158 -16.874
H -22.197 13.020 -18.219
H -22.292 14.322 -17.074
H -20.938 15.149 -19.350
H -19.354 14.755 -16.638
H -19.939 16.256 -17.452
Cl -13.588 19.435 -14.986
C -12.266 18.262 -14.860
C -11.543 18.443 -13.419
Cl -10.949 20.062 -13.201
H -11.605 18.602 -15.658
H -12.679 17.283 -15.102
H -10.683 17.774 -13.383
H -12.226 18.183 -12.611
Cl -18.745 4.982 -9.479
C -19.930 5.389 -10.694
C -19.134 5.471 -12.040
Cl -18.453 3.978 -12.608
H -20.377 6.345 -10.423
H -20.514 4.471 -10.761
H -18.293 6.095 -11.736
H -19.750 5.872 -12.844
Cl -8.415 12.655 -9.898
C -9.645 11.834 -8.912
C -9.797 10.383 -9.290
Cl -10.848 9.358 -8.203
H -10.610 12.338 -8.954
H -9.373 11.822 -7.857
H -8.846 9.856 -9.371
H -10.255 10.284 -10.274
```

total energy: -100502.8726 eV
charge: +1

A 2-piece molecular cluster, C2H8NO2 overall at a distorted geometry. Source: the Open Molecules 2025 dataset; level of theory: the ωB97M-V functional and the def2-TZVPD basis.

Geometry as XYZ:
```
13
Properties=species:S:1:pos:R:3
C -2.476 -0.308 0.648
N -0.972 -0.170 0.740
H -2.692 -1.008 -0.148
H -2.814 -0.730 1.590
H -2.946 0.659 0.533
H -0.664 -0.624 1.597
H -0.679 0.809 0.714
H -0.382 -0.514 -0.029
O 1.341 0.434 -0.433
C 2.319 0.286 -1.127
O 3.539 0.287 -0.613
H 2.246 0.244 -2.222
H 4.178 0.635 -1.251
```

ΔE to the lowest compared entry with this formula, charge and spin: 16.0 kcal/mol
charge: +1

One molecule with the formula C2H4N2O4S at a distorted geometry. Source: the Open Molecules 2025 dataset; level of theory: the ωB97M-V functional and the def2-TZVPD basis.

Geometry as XYZ:
```
13
Properties=species:S:1:pos:R:3
O -0.540 0.997 -1.337
S -0.999 -0.243 -0.863
O -1.193 -1.455 -1.665
O -2.447 0.121 -0.144
C -0.465 -0.621 0.741
N 0.237 0.164 1.446
C 1.364 0.730 1.011
N 2.001 0.150 -0.020
O 1.377 -0.799 -0.727
H -3.055 0.575 -0.749
H -0.922 -1.408 1.091
H 1.654 1.727 1.340
H 2.988 0.061 -0.123
```

ΔE to the lowest compared entry with this formula, charge and spin: 41.0 kcal/mol
charge: 0
SMILES: O=S(=O)(O)/C=N\C=[NH+]/[O-]

C17H27N4RuS2 as an isolated structure. Source: the Open Molecules 2025 dataset; level of theory: the ωB97M-V functional and the def2-TZVPD basis.

Geometry as XYZ:
```
51
Properties=species:S:1:pos:R:3
Ru 0.527 -0.120 0.411
C 3.261 -4.040 -1.926
S 4.235 -2.909 -0.920
C 3.039 -1.711 -0.395
S 1.361 -1.826 -0.890
N 3.532 -0.780 0.345
N 2.574 0.126 0.759
C 3.007 1.274 1.271
C 2.034 2.247 1.563
C 2.321 3.535 2.074
C 1.311 4.436 2.259
C -0.012 4.070 1.937
C -0.232 2.801 1.448
N 0.734 1.899 1.264
H 3.923 -4.876 -2.153
H 2.930 -3.578 -2.854
H 2.396 -4.405 -1.378
H 4.069 1.440 1.411
H 3.349 3.790 2.300
H 1.529 5.424 2.647
H -0.838 4.754 2.065
H -1.226 2.466 1.177
C -1.213 -0.117 -3.046
C -0.975 1.051 -2.072
C 0.391 1.674 -2.381
C -2.057 2.113 -2.301
C -1.055 0.552 -0.646
H -1.181 0.226 -4.087
H -2.190 -0.572 -2.865
H -0.446 -0.882 -2.912
H 0.427 2.027 -3.418
H 1.194 0.946 -2.245
H 0.586 2.525 -1.722
H -2.018 2.506 -3.323
H -1.925 2.948 -1.610
H -3.051 1.689 -2.138
H -2.058 0.618 -0.224
C -1.787 -2.841 0.311
C -1.699 -1.973 1.569
C -3.009 -1.191 1.742
C -1.485 -2.863 2.799
N -0.574 -1.076 1.502
H -2.631 -3.536 0.381
H -0.866 -3.408 0.175
H -1.923 -2.204 -0.566
H -3.856 -1.875 1.856
H -3.189 -0.563 0.872
H -2.952 -0.553 2.626
H -2.328 -3.548 2.935
H -1.383 -2.245 3.692
H -0.571 -3.447 2.682
```

spin multiplicity: 5
ΔE to the lowest compared entry with this formula, charge and spin: 0.0 kcal/mol
charge: -1
⟨S²⟩: 6.05